The following is a quantum chemistry calculation of C5H13NO in the gas phase at a distorted geometry, from the OMol25 dataset.

Values from the calculation:
LUMO energy: 0.0362 Eh
HOMO: -8.84 eV
ΔE to the lowest compared entry with this formula, charge and spin: 54.6 kcal/mol
DFT total energy: -8931.6429 eV

Last columns: bonded neighbours and bond lengths (Å).
Atoms and positions in Å:
1 C 0.532 -2.143 1.243  C2 1.486, H8 1.150, H9 1.133, H10 1.137
2 C -0.402 -1.030 0.933  C1 1.486, C3 1.525, C4 1.547, H11 1.189
3 C -1.814 -1.605 0.889  C2 1.525, H12 1.112, H13 1.078, H14 1.145
4 C 0.132 -0.414 -0.382  C2 1.547, N5 1.571, H15 1.100, H16 1.117
5 N -0.340 0.968 -0.962  C4 1.571, C6 1.392, H17 0.974
6 C 0.316 2.153 -0.641  N5 1.392, O7 1.358, H18 1.087, H19 1.102
7 O 1.580 2.277 -1.121  C6 1.358, H20 0.977
8 H 1.094 -2.116 2.245  C1 1.150
9 H 1.399 -2.404 0.562  C1 1.133
10 H -0.055 -3.112 1.338  C1 1.137
11 H -0.244 -0.294 1.854  C2 1.189
12 H -2.424 -1.751 1.807  C3 1.112
13 H -1.724 -2.599 0.482  C3 1.078
14 H -2.526 -0.951 0.275  C3 1.145
15 H 1.222 -0.276 -0.335  C4 1.100
16 H -0.173 -1.194 -1.121  C4 1.117
17 H -1.302 0.928 -1.109  N5 0.974
18 H 0.416 2.278 0.435  C6 1.087
19 H -0.169 3.034 -1.091  C6 1.102
20 H 1.642 1.691 -1.900  O7 0.977